Below is C52H44N6O4STa as an isolated structure, with properties calculated with ωB97M-V/def2-TZVPD.

The geometry in ORCA input format:
```
! wB97M-V def2-TZVPD RIJCOSX def2/J DEFGRID3
* xyz 3 1
Ta 0.253 0.286 0.100
C 1.637 10.142 -0.752
O 2.635 9.120 -0.888
C 2.255 7.853 -0.781
C 0.943 7.439 -0.543
C 0.658 6.087 -0.453
C 1.662 5.119 -0.558
C 2.974 5.559 -0.801
C 3.265 6.895 -0.928
C 1.320 3.699 -0.393
C 2.086 2.874 0.432
C 3.295 3.168 1.121
C 3.770 2.004 1.660
C 2.806 0.991 1.407
N 1.797 1.527 0.648
C 2.766 -0.346 1.943
C 1.506 -0.761 2.545
C 1.256 -1.416 3.757
C -0.110 -1.385 3.975
C -0.723 -0.738 2.891
C -2.110 -0.619 2.628
C -3.049 -0.893 3.707
C -2.844 -0.333 4.979
C -3.735 -0.545 6.014
C -4.850 -1.364 5.807
O -5.761 -1.639 6.728
C -5.609 -1.080 8.044
C -5.051 -1.960 4.553
C -4.180 -1.716 3.526
C -2.589 -0.304 1.332
N -1.749 -0.057 0.234
C -2.537 0.080 -0.879
C -1.970 0.508 -2.163
C -2.357 -0.082 -3.389
C -3.319 -1.128 -3.448
C -3.651 -1.739 -4.624
C -3.017 -1.339 -5.817
O -3.262 -1.855 -6.993
C -4.317 -2.837 -7.153
C -2.016 -0.346 -5.784
C -1.702 0.263 -4.612
C -1.108 1.657 -2.104
C -1.106 2.808 -2.933
C -0.307 3.752 -2.335
C 0.248 3.184 -1.159
N -0.258 1.900 -1.037
C -3.874 -0.061 -0.516
C -3.904 -0.250 0.862
N 0.299 -0.360 2.009
C 3.943 -1.155 1.972
C 5.137 -0.736 1.313
C 6.237 -1.536 1.246
C 6.212 -2.823 1.820
O 7.304 -3.535 1.687
C 7.336 -4.882 2.212
C 5.050 -3.274 2.464
C 3.951 -2.460 2.525
H 2.152 11.081 -0.900
H 0.862 10.027 -1.509
H 1.198 10.117 0.245
H 0.150 8.163 -0.416
H -0.362 5.778 -0.249
H 3.772 4.835 -0.943
H 4.270 7.235 -1.146
H 3.742 4.145 1.223
H 4.657 1.885 2.267
H 1.996 -1.805 4.439
H -0.630 -1.821 4.816
H -2.005 0.335 5.138
H -3.568 -0.068 6.971
H -6.465 -1.423 8.608
H -4.692 -1.439 8.511
H -5.611 0.008 8.003
H -5.897 -2.625 4.430
H -4.327 -2.229 2.581
H -3.812 -1.460 -2.544
H -4.386 -2.532 -4.630
H -4.023 -3.778 -6.694
H -5.247 -2.472 -6.723
H -4.433 -2.968 -8.219
H -1.513 -0.091 -6.709
H -0.917 1.006 -4.609
H -1.698 2.932 -3.830
H -0.125 4.757 -2.689
H -4.727 0.050 -1.173
H -4.795 -0.319 1.468
H 5.178 0.239 0.845
H 7.148 -1.214 0.756
H 8.273 -5.303 1.878
H 7.307 -4.861 3.299
H 6.507 -5.466 1.817
H 5.013 -4.259 2.907
H 3.068 -2.849 3.006
S 1.794 -0.572 -1.743
C 2.876 0.698 -2.282
N 4.170 0.436 -2.285
C 5.157 1.358 -2.875
C 4.699 2.781 -2.605
C 3.294 2.975 -3.150
N 2.431 1.857 -2.712
H 4.452 -0.480 -1.974
H 5.237 1.168 -3.945
H 6.122 1.155 -2.422
H 5.377 3.490 -3.078
H 4.712 2.962 -1.526
H 3.299 3.019 -4.239
H 2.853 3.898 -2.776
H 1.430 1.993 -2.731
*
```

The calculation puts the gap between HOMO and LUMO (spin up / spin down) at 4.328 / 4.854 eV. For the HOMO energy (spin up / spin down), the calculation gives -13.47 / -13.83 eV.

=====

Below is C52H46AsGeN3O4S2Tc as an isolated structure, with properties calculated with ωB97M-V/def2-TZVPD.

The geometry in ORCA input format:
```
! wB97M-V def2-TZVPD RIJCOSX def2/J DEFGRID3
* xyz 2 2
Tc 1.124 1.477 0.043
S 2.142 3.483 -0.324
C 0.989 4.799 -0.048
C 1.461 6.071 0.257
C 0.556 7.113 0.412
C -0.809 6.897 0.269
C -1.283 5.629 -0.038
C -0.378 4.590 -0.203
As -0.894 2.805 -0.665
C -2.687 2.649 -0.001
C -2.884 2.676 1.377
C -4.172 2.646 1.888
C -5.259 2.582 1.023
C -5.059 2.559 -0.350
C -3.770 2.600 -0.870
C -0.983 2.728 -2.583
C -1.474 1.577 -3.194
C -1.502 1.495 -4.577
C -1.031 2.552 -5.345
C -0.535 3.694 -4.733
C -0.510 3.787 -3.349
H 2.523 6.244 0.379
H 0.922 8.102 0.654
H -1.504 7.717 0.393
H -2.347 5.456 -0.147
H -2.042 2.723 2.055
H -4.330 2.673 2.958
H -6.264 2.559 1.422
H -5.907 2.524 -1.021
H -3.621 2.595 -1.942
H -1.855 0.749 -2.604
H -1.898 0.608 -5.055
H -1.054 2.487 -6.425
H -0.170 4.517 -5.333
H -0.127 4.682 -2.874
C 3.080 -3.291 0.842
N 2.160 -2.236 0.405
C 1.235 -2.264 -0.514
S 0.194 -0.829 -0.690
N 0.945 -3.258 -1.331
C 1.536 -4.598 -1.436
H 3.425 -3.000 1.830
H 3.940 -3.365 0.180
H 2.567 -4.245 0.919
H 2.250 -1.370 0.944
H 0.164 -3.092 -1.944
H 2.614 -4.556 -1.334
H 1.305 -4.970 -2.430
H 1.104 -5.270 -0.695
O 3.360 -0.231 1.750
C 3.789 0.318 0.739
O 2.981 0.763 -0.198
C 5.239 0.505 0.472
C 6.153 -0.209 1.242
C 7.511 -0.060 1.018
C 7.915 0.825 0.036
C 7.031 1.559 -0.732
C 5.675 1.386 -0.513
N 9.372 0.996 -0.205
O 9.703 1.839 -1.010
O 10.123 0.280 0.421
H 5.795 -0.867 2.022
H 8.250 -0.602 1.588
H 7.409 2.241 -1.478
H 4.954 1.934 -1.105
C -2.768 -0.552 1.190
Ge -1.912 -1.769 -0.041
C -2.803 -1.813 -1.756
C -4.193 -1.678 -1.728
C -4.935 -1.751 -2.899
C -4.295 -1.962 -4.113
C -2.912 -2.083 -4.155
C -2.171 -1.999 -2.984
C -1.283 -3.369 0.855
C -0.434 -3.148 1.912
C 0.074 -4.207 2.691
C -0.291 -5.489 2.399
C -1.176 -5.770 1.328
C -1.561 -7.103 1.040
C -2.412 -7.378 0.011
C -2.915 -6.326 -0.784
C -2.562 -5.031 -0.532
C -1.686 -4.706 0.537
H -3.448 -1.142 1.807
H -3.329 0.219 0.666
H -2.040 -0.082 1.853
H -4.715 -1.522 -0.789
H -6.011 -1.647 -2.863
H -4.872 -2.027 -5.026
H -2.409 -2.238 -5.101
H -1.088 -2.040 -3.060
H -0.144 -2.132 2.171
H 0.737 -3.997 3.521
H 0.085 -6.315 2.992
H -1.168 -7.902 1.658
H -2.706 -8.398 -0.198
H -3.589 -6.550 -1.600
H -2.962 -4.249 -1.163
C 0.637 1.655 1.628
C 0.340 1.816 3.017
C 0.138 3.106 3.522
C -0.156 3.265 4.864
C -0.243 2.150 5.690
C -0.032 0.871 5.188
C 0.265 0.696 3.848
H 0.216 3.963 2.861
H -0.312 4.255 5.270
H -0.469 2.280 6.741
H -0.092 0.014 5.846
H 0.454 -0.290 3.443
*
```

As for the expectation value of S²: 0.766. The calculation puts the gap between HOMO and LUMO (spin up / spin down) at 7.720 / 6.143 eV. For the HOMO energy (spin up / spin down), the calculation gives -13.01 / -13.01 eV.

=====

Energy relative to the best compared isomer or geometry (same formula, charge and spin), respectively: 19.2 11.5 kcal per mole.
Maximum force, respectively: 2.70 1.06 eV Å⁻¹.